{
  "formula": "C31H39Cl3Ge2N4Sn",
  "method": "wB97M-V/def2-TZVPD",
  "de_lowest_kj_mol": 0.0,
  "energy_ev": -195139.6273,
  "multiplicity": 2,
  "total_charge": 3,
  "orbital_gap_ev": [5.41, 4.48],
  "lumo_energy_ev": [-11.0607, -12.0084],
  "species": ["Sn", "C", "C", "N", "C", "C", "C", "C", "N", "H", "H", "H", "H", "H", "H", "H", "H", "H", "H", "H", "H", "H", "H", "Cl", "C", "Cl", "Cl", "C", "N", "C", "C", "C", "C", "C", "C", "C", "C", "N", "H", "H", "H", "H", "H", "H", "C", "Ge", "C", "C", "Ge", "C", "C", "C", "C", "C", "C", "C", "C", "C", "C", "C", "C", "H", "H", "H", "H", "H", "H", "H", "H", "H", "H", "H", "H", "H", "H", "H", "H", "H", "H", "H"],
  "positions_angstrom": [[-0.640631, -2.441757, 0.611792], [4.959251, -1.830317, -2.522537], [4.565977, -2.613845, -1.285427], [3.567877, -1.900254, -0.489264], [4.144567, -1.275478, 0.670436], [4.807855, 0.091254, 0.435512], [2.265527, -1.964089, -0.741453], [1.781778, -2.746693, -1.924075], [1.330836, -1.405670, 0.001310], [5.300106, -2.499811, -3.338592], [5.758055, -1.104666, -2.265057], [4.147797, -1.257923, -2.923874], [5.429957, -2.768280, -0.653253], [4.172601, -3.576802, -1.574929], [4.846896, -1.982189, 1.126918], [3.432379, -1.105623, 1.483212], [5.641598, 0.053046, -0.283488], [5.194311, 0.447810, 1.366450], [4.086659, 0.838420, 0.056385], [2.374848, -2.678334, -2.811895], [0.754608, -2.439330, -2.209500], [1.777460, -3.816842, -1.659628], [1.680299, -0.820403, 0.750815], [-1.741769, -2.741812, 6.015228], [-0.634871, -1.522138, 5.409995], [-1.303692, 0.070956, 5.691693], [0.937983, -1.728285, 6.189258], [-0.404512, -1.715183, 3.898754], [-0.307005, -1.676977, 2.736987], [-2.770254, -1.507062, 0.252751], [-3.421884, -2.367769, -0.727347], [-3.635018, -3.752038, -0.632326], [-3.851325, -4.517262, -1.769904], [-3.968715, -3.870242, -3.014630], [-3.785689, -2.506405, -3.126176], [-3.553235, -1.763902, -1.999417], [-4.459891, -4.653273, -4.119416], [-4.988518, -5.266674, -4.940050], [-3.203616, -1.545556, 1.255550], [-2.852625, -0.464441, -0.096886], [-3.657016, -4.245130, 0.333128], [-3.934839, -5.592418, -1.687375], [-3.802793, -2.039451, -4.124657], [-3.518704, -0.678425, -2.063642], [-1.575814, 1.440238, -3.210812], [-0.315414, 2.319073, -1.885764], [-0.427173, 4.285201, -2.032383], [1.545667, 1.824985, -2.310122], [-0.616349, 1.157233, 0.395596], [0.761224, 2.033607, 1.526858], [0.771048, 1.684058, 2.884840], [1.767628, 2.242573, 3.700556], [2.674013, 3.157447, 3.205143], [2.597796, 3.594605, 1.886205], [1.615586, 3.019419, 1.050349], [-2.324491, 1.834416, 1.207264], [-3.141989, 1.212384, 2.129938], [-4.286926, 1.840291, 2.639294], [-4.604079, 3.140104, 2.278376], [-3.839750, 3.748776, 1.261301], [-2.718200, 3.120006, 0.783041], [-1.461657, 1.971052, -4.176717], [-2.630216, 1.530621, -2.889363], [-1.279026, 0.376605, -3.279694], [-0.299131, 4.523642, -3.101977], [0.447061, 4.802561, -1.561840], [-1.398942, 4.686081, -1.737122], [1.735337, 1.790085, -3.400964], [1.859195, 0.854767, -1.839688], [2.246785, 2.621491, -1.920691], [0.018867, 1.019355, 3.319732], [1.763443, 1.977855, 4.753748], [3.392267, 3.621647, 3.901848], [3.278130, 4.337909, 1.474361], [1.454600, 3.468700, 0.052314], [-2.890365, 0.256360, 2.598808], [-4.981349, 1.250259, 3.265014], [-5.400858, 3.691430, 2.758844], [-4.149782, 4.746976, 0.899498], [-2.109737, 3.699417, 0.072812]],
  "atomic_forces_ev_per_a": [[1.09, -1.14, -0.54], [1.33, 0.09, -0.35], [-0.15, -0.03, -1.05], [-0.95, -0.26, 0.22], [0.32, 1.07, 1.62], [-0.18, -0.18, -1.24], [1.12, -0.42, -0.85], [-0.95, -0.58, 0.26], [-1.56, 0.85, 1.29], [0.05, 0.40, 0.60], [-0.37, -0.49, -0.41], [-0.63, 0.31, -0.18], [0.03, -0.18, 0.09], [-0.10, -0.36, 0.11], [0.02, 0.15, -0.30], [-0.40, -0.23, -0.27], [-0.30, -0.09, 0.29], [0.27, 0.22, 0.61], [0.17, -0.36, 0.16], [0.54, 0.27, -0.35], [0.57, -0.16, 0.31], [-0.10, 0.21, -0.05], [0.27, -0.04, 0.11], [-0.06, -0.12, -0.41], [0.49, -0.66, -0.29], [0.11, 0.16, -0.34], [-0.02, 0.17, -0.28], [-0.43, 0.78, -0.87], [-0.17, -0.06, 2.36], [-2.14, 0.56, -0.41], [1.16, 0.89, -0.04], [-0.25, -1.08, -0.13], [0.10, 0.57, 1.27], [-0.51, -1.38, -0.46], [0.15, 1.29, -0.95], [-0.13, 0.23, -0.79], [0.13, 0.26, 0.14], [0.25, 0.10, 0.11], [0.57, -0.40, 0.30], [0.42, -0.37, 0.28], [0.27, 0.01, 0.01], [-0.21, 0.03, -0.09], [-0.29, -0.21, 0.66], [0.27, -0.20, -0.11], [0.28, 0.31, 0.81], [0.11, -0.72, -2.24], [0.57, 0.40, 0.32], [1.15, 0.13, 0.52], [-0.06, 4.05, 0.30], [-1.29, -1.42, 0.08], [1.07, 0.32, 0.41], [-1.24, -0.76, 0.24], [0.64, 0.82, 0.35], [-0.84, -0.60, -0.69], [0.93, 0.98, -0.46], [-0.36, -0.52, 0.44], [-0.32, -0.35, 0.78], [-0.48, -0.38, 0.19], [0.52, -0.06, -0.76], [-0.98, 0.55, 1.09], [1.35, -0.02, -1.20], [0.03, -0.42, 0.49], [0.51, -0.06, -0.16], [-0.23, 0.52, -0.20], [-0.16, -0.53, 0.12], [-1.00, -0.44, 0.04], [0.33, 0.11, 0.14], [-0.35, -0.12, 0.50], [-0.30, 0.80, -0.51], [-0.76, -0.85, -0.31], [0.29, 0.21, -0.21], [0.17, 0.11, -0.08], [-0.28, -0.39, -0.52], [-0.24, -0.03, 0.26], [0.42, -0.63, 0.51], [-0.02, 0.08, -0.44], [0.68, 0.58, -0.03], [-0.22, -0.19, -0.19], [0.49, -0.67, 0.22], [-0.21, -0.43, 0.17]],
  "mulliken_charge": [0.89, -1.02, -0.86, 0.32, -0.90, -0.85, 1.17, -2.00, 0.01, 0.35, 0.34, 0.27, 0.41, 0.51, 0.47, 0.41, 0.31, 0.42, 0.09, 0.48, 0.30, 0.44, -0.19, -0.04, 0.77, -0.01, -0.04, -0.21, -0.27, -0.60, -0.01, -0.44, -0.57, 0.77, -0.77, -0.44, -0.36, -0.25, 0.63, 0.12, 0.56, 0.52, 0.50, 0.50, -1.15, 0.54, -1.15, -0.66, 0.50, 0.83, 0.11, -0.60, -0.63, -0.73, 0.02, 0.41, 0.44, -0.91, -0.58, -0.69, -0.58, 0.48, 0.35, 0.32, 0.46, 0.40, 0.46, 0.53, -0.14, 0.39, 0.03, 0.47, 0.43, 0.48, -0.30, 0.36, 0.40, 0.45, 0.41, 0.08]
}